The following is a DFT calculation (ωB97M-V/def2-TZVPD) of a 2-piece molecular cluster, C3H10OS overall.

Cartesian coordinates (Å):
H (0.96117, -0.67984, -1.66531)
H (-0.37442, 2.66582, -1.97482)
H (0.86627, -0.92628, 1.55205)
H (-0.01038, 1.32515, -3.05857)
H (0.77455, -1.35002, 3.26202)
H (-0.20497, 1.26124, 0.00679)
O (0.76448, -0.29195, -0.80529)
C (0.18931, 1.73065, -2.06448)
H (-0.51399, -0.44287, 2.54517)
H (1.24850, 1.94108, -1.95955)
H (-1.88835, -2.30364, 1.96976)
C (-0.18557, 0.75925, -0.95635)
S (-0.64363, -2.77131, 1.90883)
C (0.19250, -1.24208, 2.34814)
H (-1.17547, 0.32479, -1.10841)

Force components x, y, z for each atom (eV/Å):
-0.14 0.05 0.06
0.10 -0.14 0.00
-0.17 -0.07 -0.05
0.09 -0.08 0.05
-0.02 -0.24 0.01
0.05 0.12 0.09
0.18 0.03 -0.06
-0.26 0.01 0.23
-0.17 0.01 -0.15
0.17 0.20 -0.14
-0.15 0.02 0.01
-0.01 -0.26 -0.13
-0.02 -0.28 -0.06
0.51 0.56 0.25
-0.15 0.07 -0.10

Its structure (SMILES) is CCO.CS. For the frontier orbital gap, the calculation gives 9.66 eV. The value obtained for the max |F| is 0.799 eV/Å. The energy comes out at -593.697943 hartree. As for the HOMO energy: -8.77 eV. As for the lowest unoccupied orbital energy: 0.896 eV. Its energy above the lowest of the compared OMol25 structures with the same formula, charge and spin is 0.522 eV.